Formula: C3H11N3O2
Source: the Open Molecules 2025 dataset
Level of theory: wB97M-V/def2-TZVPD

XYZ file:
```
19
Properties=species:S:1:pos:R:3:forces:R:3:lowdin_charge:R:1
O 1.661 -1.990 -2.260 -0.684 0.794 1.314 -0.029
O 1.944 2.278 0.504 -0.596 -1.018 1.331 0.024
N -0.008 2.995 -0.310 0.554 0.804 -0.340 0.090
N -0.454 -1.849 1.647 -0.385 2.446 -0.566 0.011
N 0.378 0.548 0.158 3.797 2.567 1.310 0.025
C -1.406 -0.719 1.310 1.060 -0.586 -1.149 -0.229
C 0.789 1.968 0.274 0.301 -1.360 -3.189 -0.513
C -0.851 -0.088 0.014 -3.730 -0.051 -1.968 -0.284
H -1.214 0.028 2.049 -0.325 0.414 0.868 0.089
H -0.442 2.808 -1.215 -0.155 -0.563 0.640 0.078
H -0.918 -2.362 2.312 -0.916 -1.500 2.414 0.018
H 1.959 -1.138 -2.554 0.044 0.999 0.242 0.028
H 1.980 -2.509 -2.957 0.599 -1.775 -1.498 0.000
H -0.834 -0.931 -0.756 0.450 1.023 0.718 0.122
H 1.143 -0.040 0.557 -0.971 0.805 -0.431 0.146
H -0.287 -2.519 0.937 -0.035 -0.267 -1.443 0.048
H -1.586 0.674 -0.476 0.991 -1.224 1.123 0.139
H 0.654 3.805 -0.500 -1.142 -1.487 0.753 0.119
H -2.508 -0.959 1.267 1.142 -0.020 -0.130 0.118
```
Positions in Å, forces in eV/Å.

The maximum force is 4.77 eV/A. The value obtained for the gap between HOMO and LUMO is 10.009 eV. The HOMO energy is -9.34 eV. The energy above the lowest of the compared OMol25 structures with the same formula, charge and spin comes out at 36.9 kcal per mole. The total energy comes out at -435.63143 hartree. As for the spin multiplicity: 1.

=====

Formula: C29H29BN7O3S4Zn
Source: the Open Molecules 2025 dataset
Level of theory: wB97M-V/def2-TZVPD

XYZ file:
```
74
Properties=species:S:1:pos:R:3:forces:R:3:lowdin_charge:R:1
Zn 0.695 0.003 -0.288 0.355 -0.471 -0.350 0.387
S 1.355 1.089 -2.675 -0.100 -0.098 -0.303 0.735
S -1.383 -1.004 -1.548 0.034 0.025 0.080 0.702
S 1.798 -2.088 0.511 -0.343 -0.023 -0.037 0.689
S -1.711 -0.653 1.839 0.281 0.091 0.555 0.538
O -1.193 -1.974 1.619 0.163 0.013 -0.183 -0.352
O -3.085 -0.398 1.479 0.001 0.164 -0.038 -0.325
O 2.925 0.107 -0.824 0.455 0.099 0.212 -0.348
N -0.138 -1.891 -3.853 0.068 -0.179 0.283 0.007
N -0.659 0.428 1.267 -0.339 -0.552 -0.077 -0.187
N 3.304 -1.011 -1.366 0.114 -0.330 0.040 -0.242
N 1.196 2.065 0.347 0.040 -0.118 0.264 0.048
N -0.861 0.569 -4.197 0.033 0.218 0.129 -0.036
N -0.980 2.408 -3.021 -0.100 -0.523 -0.191 -0.113
N -0.396 -3.411 -2.297 0.158 0.212 -0.258 -0.117
C 1.190 4.798 0.786 0.051 -0.060 0.030 -0.020
C 4.101 -1.000 -2.451 0.174 0.054 -0.153 -0.045
C -0.180 1.351 -3.341 -0.152 0.366 -0.234 -0.743
C 4.170 -3.383 -2.470 -0.046 0.072 0.158 -0.096
C -1.614 -0.491 3.629 -0.252 -0.158 -0.206 -0.265
C 3.317 -3.384 -1.390 0.146 -0.045 -0.202 -0.107
C 0.073 4.034 1.189 0.058 -0.323 -0.080 -0.180
C -2.740 -0.841 5.718 0.075 -0.001 0.001 -0.047
C -0.902 1.763 1.424 -0.416 0.374 0.336 -0.260
C -2.196 2.248 -3.654 -0.065 0.094 -0.029 -0.062
C 4.565 -2.162 -3.015 -0.044 -0.038 -0.035 -0.078
C -0.598 3.497 -2.162 0.050 0.135 0.117 -0.032
C -0.389 -0.602 4.268 0.120 0.069 -0.063 -0.044
C 0.148 2.635 0.981 0.013 0.397 0.208 -0.174
C -0.347 -0.862 5.628 -0.008 0.019 -0.062 -0.041
C -0.616 -2.104 -2.613 -0.192 0.181 0.026 -0.674
C 2.861 -2.188 -0.822 -0.145 0.076 0.283 -0.666
C -2.025 2.362 1.990 0.216 -0.297 -0.160 -0.021
C 0.445 -3.057 -4.286 -0.004 -0.069 -0.093 -0.082
C -1.085 4.587 1.772 -0.197 0.090 0.093 -0.071
C -2.106 3.751 2.144 0.126 0.279 0.008 -0.086
C -1.520 -1.024 6.361 -0.080 -0.046 0.034 -0.284
C -1.472 -1.434 7.809 -0.004 0.126 -0.073 -0.061
C 0.285 -4.003 -3.335 0.051 -0.112 -0.165 -0.072
C -2.789 -0.580 4.357 -0.009 0.102 -0.060 -0.057
C 2.269 4.181 0.216 -0.044 0.107 0.024 -0.043
C -2.110 1.109 -4.372 -0.159 0.025 -0.126 -0.088
C -0.873 -4.078 -1.107 -0.068 0.018 0.323 -0.050
C 2.217 2.798 -0.024 0.049 -0.137 0.048 -0.149
B -0.353 -0.716 -4.883 0.063 0.042 0.183 -0.468
H 0.705 -0.512 -5.421 0.090 -0.032 -0.101 0.065
H -3.730 -0.478 3.831 -0.027 -0.065 0.033 0.109
H 3.004 2.272 -0.548 0.016 0.045 0.022 0.088
H -0.315 -3.768 -0.230 0.157 0.116 0.080 0.034
H -0.590 -2.043 8.005 0.003 0.000 0.053 0.073
H -3.007 2.942 -3.527 0.002 0.019 0.016 0.109
H -1.437 -0.565 8.469 0.006 -0.007 0.031 0.077
H 5.208 -2.114 -3.882 0.013 0.060 0.005 0.096
H -1.152 5.659 1.908 -0.012 0.003 0.026 0.099
H 0.123 3.124 -1.439 -0.085 0.097 -0.204 0.030
H -2.856 1.739 2.282 -0.035 0.058 0.027 0.089
H 0.916 -3.111 -5.251 0.015 -0.021 -0.001 0.114
H -0.132 4.302 -2.735 -0.004 -0.004 0.007 0.098
H 0.597 -5.031 -3.310 -0.014 -0.013 0.052 0.110
H -1.213 -1.073 -5.655 -0.069 0.010 -0.109 0.069
H 4.351 -0.015 -2.813 -0.078 0.026 0.026 0.125
H -0.768 -5.154 -1.246 -0.033 0.029 -0.076 0.086
H -2.357 -2.016 8.064 0.005 -0.006 0.071 0.072
H -2.846 0.630 -4.992 0.016 -0.029 -0.005 0.111
H 0.522 -0.521 3.687 0.012 -0.068 -0.007 0.118
H -1.914 -3.815 -0.924 -0.017 -0.027 -0.107 0.083
H -1.470 3.883 -1.635 -0.034 -0.051 -0.035 0.098
H 1.177 5.870 0.946 0.014 0.010 0.003 0.112
H 0.610 -0.989 6.120 0.015 0.000 -0.004 0.110
H 2.968 -4.305 -0.946 -0.012 0.002 0.023 0.099
H 4.531 -4.315 -2.885 -0.041 -0.014 -0.034 0.097
H -3.662 -0.948 6.277 -0.005 -0.010 0.017 0.107
H -3.004 4.170 2.582 -0.007 -0.004 0.002 0.100
H 3.151 4.739 -0.068 -0.019 0.010 -0.069 0.101
```
Positions in Å, forces in eV/Å.

The maximum force is 0.69 eV/A. The value obtained for the gap between HOMO and LUMO is 6.809 eV. The HOMO energy is -4.29 eV. Its net charge is -1. The energy above the lowest of the compared OMol25 structures with the same formula, charge and spin comes out at 2.8 kcal per mole. The total energy comes out at -5128.65280 hartree. As for the spin multiplicity: 1.

=====

Formula: F2H12O6Pb
Source: the Open Molecules 2025 dataset
Level of theory: wB97M-V/def2-TZVPD

XYZ file:
```
21
Properties=species:S:1:pos:R:3:forces:R:3:lowdin_charge:R:1
Pb -0.250 0.314 -0.178 -1.446 0.652 -2.586 1.510
F -2.244 -0.366 -1.330 0.735 0.345 0.793 -0.661
F 0.283 2.296 -1.384 0.121 -0.988 0.792 -0.685
O -2.108 1.861 0.661 -0.561 0.278 0.427 -0.142
O -1.937 -0.860 1.464 -0.237 -0.460 0.677 -0.149
O 0.515 -2.381 -0.273 0.196 -0.406 0.151 -0.116
O 0.703 -0.486 -2.593 0.327 -0.177 -0.234 -0.123
O 0.769 0.883 2.117 0.290 0.294 0.997 -0.152
O 2.435 0.222 -0.226 0.868 0.045 0.057 -0.136
H 0.039 -3.158 -0.586 -0.152 0.088 0.005 0.061
H 2.783 1.050 -0.586 -0.285 0.079 -0.047 0.067
H -2.788 -1.185 1.148 0.095 0.136 -0.377 0.056
H -2.880 1.645 0.118 0.231 -0.228 -0.206 0.055
H 1.732 0.931 2.141 0.000 -0.049 -0.167 0.046
H 1.587 -0.132 -2.730 -0.102 0.245 -0.031 0.038
H -2.085 -0.578 2.372 -0.009 0.009 -0.006 0.050
H 1.441 -2.569 -0.450 -0.009 -0.006 -0.056 0.038
H -2.248 2.757 0.982 0.171 0.101 -0.219 0.064
H 3.142 -0.423 -0.343 0.031 0.032 0.029 0.060
H 0.639 -1.244 -3.182 -0.236 -0.005 0.030 0.057
H 0.470 1.423 2.858 -0.029 0.016 -0.028 0.063
```
Positions in Å, forces in eV/Å.

The maximum force is 3.03 eV/A. The value obtained for the gap between HOMO and LUMO is 7.966 eV. The HOMO energy is -8.09 eV. The energy above the lowest of the compared OMol25 structures with the same formula, charge and spin comes out at 2.2 kcal per mole. The total energy comes out at -851.23344 hartree. As for the spin multiplicity: 1.

=====

Formula: C9H18Cl2NdO3P
Source: the Open Molecules 2025 dataset
Level of theory: wB97M-V/def2-TZVPD

XYZ file:
```
34
Properties=species:S:1:pos:R:3:forces:R:3:lowdin_spin:R:1
Nd 0.582 0.145 0.356 1.937 2.081 -0.148 3.023
Cl 0.578 2.689 0.742 -0.119 -0.789 -0.041 -0.027
Cl 3.016 -0.777 0.019 -0.944 0.054 -0.019 -0.011
P 0.088 0.830 -2.397 -0.208 -0.803 2.028 -0.160
O -1.813 -2.299 -0.002 5.869 0.342 -2.140 0.107
O -3.345 0.910 0.448 4.921 -1.343 -1.048 0.001
O -0.077 -0.103 2.360 -0.423 -0.601 1.338 -0.010
C -1.573 1.369 -2.774 0.246 -0.115 -0.394 -0.021
C -0.013 -0.010 3.619 -0.345 -0.356 -2.482 0.001
C 1.223 2.233 -2.400 0.055 -0.099 -0.010 -0.032
C 0.456 -3.015 -0.917 1.246 0.157 -0.720 0.040
C 0.657 -0.485 -3.473 -0.166 0.461 -0.205 -0.014
C -0.701 -2.316 -0.439 -6.235 -0.565 1.883 0.111
C -1.115 0.718 4.227 0.055 0.050 0.881 0.000
C 1.112 -0.712 4.226 0.093 0.008 0.834 0.000
C -2.245 0.604 0.230 -5.044 1.459 1.193 0.001
H -1.452 1.678 -3.818 -0.930 0.260 0.009 -0.006
H 2.064 -0.276 3.870 -0.352 -0.019 0.294 0.000
H -0.980 0.632 5.300 -0.605 0.454 0.197 0.000
H -0.023 -3.846 -1.464 0.343 -0.242 0.164 0.006
H 1.518 2.323 -3.450 0.295 0.462 0.122 -0.008
H 1.101 -3.327 -0.057 -0.520 0.034 -0.523 0.001
H 1.099 -2.421 -1.629 -0.671 -0.478 0.810 0.004
H 0.633 0.041 -4.434 0.357 -0.947 -0.439 -0.006
H 1.669 -0.806 -3.168 -0.318 0.286 -0.383 -0.001
H 0.983 -0.629 5.300 0.644 -0.346 0.170 0.000
H -0.048 -1.330 -3.407 0.236 0.403 -0.435 0.001
H -1.106 1.763 3.869 0.118 -0.265 0.248 0.000
H 0.694 3.112 -2.001 0.209 -0.274 -0.404 0.000
H -1.852 2.195 -2.103 0.130 -0.135 -0.448 0.000
H 1.112 -1.761 3.875 -0.085 0.415 0.305 0.000
H -2.275 0.532 -2.642 0.164 0.353 -0.369 0.000
H 2.096 2.058 -1.741 -0.295 0.005 -0.546 -0.002
H -2.065 0.281 3.874 0.342 0.091 0.275 0.000
```
Positions in Å, forces in eV/Å.

The maximum force is 6.54 eV/A. The value obtained for the gap between HOMO and LUMO (alpha / beta) is 4.778 / 6.326 eV. The HOMO energy (alpha / beta) is -15.45 / -16.05 eV. Its net charge is +2. The expectation value of S² is 3.964. The total energy comes out at -2402.01636 hartree. As for the spin multiplicity: 4.

=====

Formula: C33H24BrINOPReS2
Source: the Open Molecules 2025 dataset
Level of theory: wB97M-V/def2-TZVPD

XYZ file:
```
65
Properties=species:S:1:pos:R:3:forces:R:3:lowdin_spin:R:1
Re -1.575 0.487 -0.384 -0.408 0.318 0.783 2.038
I -2.675 -1.952 -0.040 -0.220 0.237 -0.202 0.021
Br -2.142 0.806 -3.020 0.038 -0.018 -0.172 0.022
S -3.682 1.455 -0.013 0.114 -0.070 -0.109 0.315
S -1.140 0.895 1.849 -0.097 -0.046 -0.513 0.247
P 0.619 -0.679 -0.495 0.317 -0.191 -0.058 0.031
O 0.030 5.487 -3.612 0.017 -0.032 0.111 0.009
N -0.825 2.290 -1.222 0.218 0.332 0.055 0.017
C 2.238 -0.346 -2.822 0.144 -0.103 -0.152 0.005
C 2.989 0.976 2.397 -0.071 -0.093 -0.053 0.001
C -5.063 2.310 3.659 -0.062 0.023 0.034 0.018
C 3.528 2.089 1.764 0.043 0.039 0.023 0.002
C -0.195 3.360 -0.690 -0.159 -0.289 -0.014 0.012
C 0.230 -1.660 -3.013 0.006 -0.038 -0.117 0.006
C 0.931 -2.360 0.149 -0.221 -0.104 0.108 -0.002
C -2.768 1.616 3.902 0.058 0.008 0.214 0.021
C 1.083 -0.866 -2.243 0.034 0.120 -0.087 0.017
C 2.151 0.114 1.700 0.059 0.077 -0.051 0.001
C -1.467 -5.175 2.353 -0.291 0.013 0.043 0.001
C -1.362 -3.217 0.973 0.179 0.307 -0.142 0.004
C 2.524 -0.606 -4.161 0.003 0.013 0.075 0.001
C -1.156 2.356 -2.514 -0.056 -0.244 0.115 0.017
C -3.957 2.060 4.462 -0.006 0.008 0.127 0.031
C -3.791 1.667 1.725 -0.203 0.029 -0.178 0.050
C -0.890 3.377 -3.361 -0.012 0.151 -0.178 0.000
C 0.517 -1.919 -4.343 0.012 -0.024 0.017 0.000
C -2.099 -4.097 1.700 0.014 -0.487 0.390 0.001
C 0.054 -3.272 0.824 -0.061 -0.068 0.109 0.000
C 2.026 -4.687 1.271 -0.089 -0.171 0.098 0.000
C 2.818 -3.870 0.528 0.038 0.132 -0.078 0.000
C 1.664 -1.385 -4.922 -0.001 0.012 -0.021 0.005
C 2.255 -2.701 -0.009 0.252 0.009 0.019 -0.001
C 1.838 0.364 0.359 0.015 -0.062 0.145 0.006
C 2.369 1.494 -0.261 -0.012 0.205 0.008 0.002
C -2.686 1.426 2.530 0.219 -0.116 0.113 0.053
C 0.118 4.460 -1.446 0.101 0.097 0.272 0.000
C 0.645 -4.420 1.433 0.070 -0.082 0.057 0.000
C -0.224 4.475 -2.795 0.013 0.256 -0.448 0.012
C -0.131 -5.335 2.196 0.268 -0.056 -0.031 0.000
C -4.985 2.114 2.289 -0.020 -0.012 -0.066 0.030
C 3.217 2.346 0.435 0.001 -0.023 -0.001 0.000
H 2.435 -5.578 1.738 -0.045 0.081 -0.031 0.000
H -1.904 1.421 4.530 -0.096 0.024 -0.067 0.000
H 1.894 -1.591 -5.961 -0.024 0.018 0.103 0.000
H 0.615 5.307 -0.982 -0.068 -0.118 -0.074 0.000
H -2.057 -5.871 2.938 0.071 0.081 -0.064 0.000
H -0.654 -2.104 -2.566 0.004 -0.006 0.002 0.001
H 2.141 1.713 -1.296 -0.072 0.091 0.104 0.000
H 4.197 2.751 2.303 -0.079 -0.070 -0.049 0.000
H -0.143 -2.550 -4.926 0.036 0.047 0.042 0.000
H 0.462 6.221 -3.154 0.011 0.048 -0.054 0.000
H -5.991 2.657 4.102 0.127 -0.045 -0.067 0.000
H 2.946 0.226 -2.237 -0.032 -0.125 -0.115 0.000
H -1.191 3.376 -4.402 0.047 0.019 0.113 0.000
H 3.646 3.205 -0.067 -0.018 -0.035 0.023 0.000
H 0.378 -6.181 2.649 -0.035 0.098 -0.056 0.000
H -3.177 -3.991 1.773 0.104 -0.048 0.019 0.001
H -4.017 2.213 5.534 0.002 -0.016 -0.124 0.001
H 1.747 -0.752 2.209 -0.012 -0.034 -0.040 0.001
H 2.917 -2.028 -0.544 -0.028 0.001 0.020 0.000
H 3.869 -4.089 0.377 -0.120 0.041 0.001 0.000
H 0.035 3.302 0.363 0.028 -0.049 0.043 0.002
H 3.227 0.773 3.435 -0.027 0.002 -0.104 0.000
H -5.843 2.305 1.653 0.090 -0.029 0.063 0.001
H 3.434 -0.212 -4.602 -0.114 -0.034 0.067 0.000
```
Positions in Å, forces in eV/Å.

The maximum force is 0.94 eV/A. The value obtained for the gap between HOMO and LUMO (alpha / beta) is 7.337 / 5.963 eV. The HOMO energy (alpha / beta) is -13.09 / -13.43 eV. Its net charge is +2. The expectation value of S² is 3.777. The energy above the lowest of the compared OMol25 structures with the same formula, charge and spin comes out at 5.0 kcal per mole. The total energy comes out at -5489.16358 hartree. As for the spin multiplicity: 4.